# 1
156
Properties=species:S:1:pos:R:3:forces:R:3 method="wB97M-V/def2-TZVPD" total_charge=-1 spin_multiplicity=2 orbital_gap_ev="1.41 / 7.99" relative_energy_ev=1.119
C -4.9593 -5.4324 2.6805 0.423 0.451 1.284
C -4.3758 -4.0655 3.1020 -1.327 0.802 -1.179
C -4.8589 -3.7374 4.5872 0.434 0.739 -0.827
C -4.0455 -2.5746 5.1411 -0.855 -1.319 -1.130
C -2.5807 -2.8565 5.0163 0.777 0.952 0.598
C -1.9692 -3.1334 3.6535 -1.875 0.405 -0.848
N -2.9470 -4.0645 2.9396 0.861 0.355 4.995
O -2.5547 -4.4484 1.7312 0.884 -0.678 -2.529
C -1.9400 -1.8611 2.8171 0.779 -0.284 -0.465
C -0.5510 -3.7641 3.6980 -1.006 -0.072 -0.524
C -5.0580 -3.0586 2.0698 -0.418 -0.167 0.908
H -4.5744 -6.1457 3.4093 0.000 -0.459 -0.210
H -4.7048 -5.7153 1.6590 -0.183 0.084 0.129
H -6.0292 -5.3200 2.8558 -0.099 -0.440 -0.348
H -5.8814 -3.3602 4.5725 -0.328 -0.514 -0.364
H -4.8160 -4.5615 5.2994 0.156 -0.451 -0.420
H -4.2626 -2.3864 6.1925 -0.202 0.150 -0.067
H -4.3405 -1.7250 4.5252 0.237 0.435 0.293
H -2.2767 -3.6352 5.7158 0.036 0.109 0.245
H -2.2892 -1.8544 5.3309 1.571 -0.245 0.371
H -1.1687 -1.1734 3.1640 0.063 0.141 0.059
H -1.6345 -2.2686 1.8534 -0.032 0.625 -0.464
H -2.8916 -1.3410 2.7075 -0.009 -0.132 0.159
H -0.6584 -4.7130 4.2234 0.433 -0.098 -0.016
H -0.2191 -3.9121 2.6703 -0.271 -0.499 -0.170
H 0.2869 -3.1725 4.0669 -0.559 0.364 0.733
H -5.0185 -2.0316 2.4329 -0.253 0.069 0.024
H -6.0836 -3.4169 1.9809 -0.322 0.561 0.174
H -4.7277 -3.0311 1.0314 0.769 -0.455 0.236
H -2.1878 -5.3164 1.9144 0.277 -0.357 -0.663
C 2.7813 -4.7322 0.7185 -0.800 -0.066 -0.648
C 3.2107 -3.4116 1.4365 -1.129 -1.141 -0.108
C 2.9734 -3.6165 2.9282 -0.710 -0.582 0.199
C 4.1486 -4.2837 3.6756 -0.804 1.150 -2.188
C 5.4336 -3.5212 3.2386 -0.987 -0.370 3.312
C 5.7620 -3.4433 1.7901 -0.462 -1.566 -0.782
N 4.5423 -3.0055 1.1284 0.667 2.007 2.978
O 4.7020 -2.6995 -0.1761 0.314 -0.520 -1.440
C 6.8535 -2.4049 1.6931 0.099 1.170 -0.560
C 6.2929 -4.8043 1.2144 -0.191 -0.476 0.008
C 2.2563 -2.3267 0.9710 -0.309 0.586 -0.963
H 3.3944 -5.0776 -0.1139 0.462 -0.057 0.146
H 1.8310 -4.5425 0.2195 -0.171 0.058 -0.061
H 2.5304 -5.5763 1.3610 0.599 -0.046 0.216
H 2.4941 -2.7680 3.4165 0.963 0.753 0.092
H 2.0951 -4.2621 2.9329 0.080 -0.488 0.206
H 4.1499 -5.2840 3.2427 0.309 -0.412 0.648
H 3.8611 -4.2318 4.7257 0.771 -0.359 0.102
H 6.2330 -3.8512 3.9020 0.598 -0.511 -0.584
H 5.3154 -2.5149 3.6405 -0.274 0.414 -0.370
H 7.1139 -2.0974 0.6803 0.225 -0.665 -0.209
H 6.4954 -1.4540 2.0875 -0.175 -0.095 0.448
H 7.7301 -2.7006 2.2696 0.058 -0.099 -0.185
H 5.6721 -5.6996 1.2486 -0.848 0.251 0.858
H 6.4298 -4.8193 0.1331 0.699 0.781 -0.092
H 7.1908 -5.1241 1.7431 0.332 0.284 -0.274
H 1.1872 -2.5206 1.0582 -0.062 -0.279 1.346
H 2.1889 -2.2260 -0.1123 1.047 0.233 -0.261
H 2.5880 -1.3943 1.4278 -0.405 0.226 -0.093
H 4.5926 -3.5927 -0.5105 0.147 -0.127 -1.687
C -2.0339 -1.3718 -3.6995 0.828 -0.890 0.141
C -3.3448 -1.4015 -2.9454 -1.659 1.579 -1.371
C -3.8982 0.0459 -2.6429 1.966 -0.149 0.979
C -4.3357 0.8624 -3.7993 -1.923 -2.246 0.312
C -5.5104 -0.0149 -4.3675 1.352 2.179 -0.971
C -5.0471 -1.3963 -4.8431 -1.700 0.256 -0.338
N -4.4324 -2.0682 -3.6920 -0.843 0.790 -0.062
O -4.1866 -3.4122 -4.0413 0.823 -0.145 -0.003
C -6.3613 -2.1500 -5.1356 -0.065 -0.574 -0.310
C -4.2982 -1.2836 -6.2140 0.572 0.396 1.557
C -3.1800 -2.0323 -1.6214 0.788 -0.890 1.408
H -1.9033 -2.3459 -4.1710 -0.021 -0.120 -0.171
H -1.2323 -1.3428 -2.9614 0.232 0.402 -0.136
H -1.8623 -0.6271 -4.4767 -0.291 0.223 0.248
H -4.6700 -0.0278 -1.8767 -0.082 -0.016 -0.043
H -3.0490 0.5870 -2.2256 0.222 -0.198 0.674
H -3.5008 0.9404 -4.4957 -0.340 0.485 -0.257
H -4.7911 1.7963 -3.4699 0.551 0.285 -0.188
H -5.8051 0.6938 -5.1414 -0.689 -0.897 -0.998
H -6.3807 -0.0689 -3.7135 0.376 -0.141 0.473
H -7.0013 -1.6249 -5.8446 0.349 0.095 -0.382
H -6.0947 -3.1302 -5.5310 -0.296 -0.035 -0.247
H -7.0360 -2.3108 -4.2947 0.422 0.096 0.541
H -3.3530 -0.7789 -6.0140 0.047 0.179 -0.284
H -4.0235 -2.2327 -6.6742 -0.461 -0.041 0.005
H -4.9163 -0.6266 -6.8260 0.132 -0.336 -0.347
H -2.4292 -1.4814 -1.0549 0.108 0.171 0.021
H -2.7814 -3.0456 -1.6726 -0.192 -0.158 -0.117
H -4.0703 -2.0228 -0.9926 -0.237 -0.099 -0.321
H -4.9785 -3.8542 -3.7266 0.043 -0.201 0.209
C 0.2956 3.9613 -4.7355 -1.482 1.361 0.303
C -0.1526 5.1990 -3.8062 -0.451 0.602 0.463
C 0.5441 5.0020 -2.4363 -0.521 -1.479 -0.883
C 0.3771 6.0749 -1.4257 0.378 0.884 -1.924
C 1.0078 7.3017 -2.1358 -0.268 0.709 2.406
C 0.5048 7.6781 -3.5155 0.883 1.834 -1.493
N 0.3985 6.4808 -4.3337 1.095 -1.971 2.250
O 0.0470 6.6780 -5.6255 -0.754 0.668 -1.788
C -0.8087 8.4644 -3.4330 -0.997 -0.393 -0.186
C 1.6297 8.6217 -4.1598 -0.283 -0.579 -0.700
C -1.7687 5.1980 -3.6648 1.960 -0.517 -1.075
H 1.3430 3.9198 -5.0345 0.072 0.261 0.388
H -0.3107 4.0019 -5.6404 0.080 0.116 -0.237
H -0.0104 3.0196 -4.2800 0.264 0.057 0.351
H 0.1211 4.0796 -2.0383 0.524 -0.474 -0.069
H 1.5936 4.9539 -2.7265 0.224 -0.651 0.404
H 0.9145 5.8579 -0.5026 -0.257 0.023 0.048
H -0.6987 6.1871 -1.2913 0.049 0.404 0.583
H 2.0962 7.3071 -2.0770 0.128 -0.821 -0.467
H 0.8254 8.0909 -1.4064 -0.346 0.821 -0.434
H -1.5445 7.7149 -3.1415 -0.339 0.395 0.257
H -0.8740 9.3250 -2.7673 0.541 -0.263 0.462
H -1.1801 8.8837 -4.3680 0.385 -0.369 -0.450
H 1.6742 8.8398 -5.2268 -1.441 -0.607 -0.586
H 1.5750 9.6617 -3.8381 0.454 -0.256 1.088
H 2.5904 8.1068 -4.1562 0.331 0.305 1.184
H -1.9910 4.1322 -3.6122 -0.574 0.106 0.500
H -2.2064 5.5546 -4.5972 0.094 0.069 -0.117
H -2.1854 5.8108 -2.8654 0.237 -0.411 0.201
H 0.7749 6.2631 -6.0942 0.005 0.131 -0.453
C 1.6705 -0.1582 5.1217 -0.595 0.053 0.705
C 2.8735 0.7295 5.2753 1.152 -0.883 -1.308
C 2.7550 1.9266 4.4330 0.090 1.642 -1.325
O 3.0441 1.1747 6.5620 -0.412 0.186 2.642
H 1.5845 -0.9844 5.8274 0.704 -0.555 -0.335
H 1.4417 -0.4284 4.0908 0.083 -0.141 0.137
H 0.8575 0.4552 5.5099 -0.506 0.402 -0.470
H 3.8632 0.3173 5.0787 -0.220 -0.985 -0.621
H 3.7035 2.4634 4.4505 0.023 0.178 0.110
H 1.9992 2.5876 4.8573 -0.165 0.057 -0.147
H 2.5335 1.7612 3.3786 -0.190 -0.260 0.002
H 2.2030 1.0120 6.9954 0.016 0.276 0.518
C 4.4792 3.1058 -0.0965 -0.163 1.344 1.830
C 5.7236 2.2391 -0.1802 -1.976 1.020 1.265
C 5.5054 1.0402 0.7123 1.210 -0.266 1.139
O 5.7145 1.7910 -1.4345 0.766 -2.336 -4.478
H 4.4165 3.4996 0.9179 -0.295 0.028 0.365
H 3.5543 2.5600 -0.2825 0.368 -0.220 -0.164
H 4.4616 4.0230 -0.6852 0.351 -0.146 -0.561
H 6.6556 2.7934 -0.0698 0.101 0.145 1.141
H 6.3758 0.3840 0.7123 0.042 -0.114 -0.349
H 4.6363 0.4271 0.4739 -0.044 0.299 -0.353
H 5.4331 1.3372 1.7586 -0.241 0.222 0.094
H 5.7375 2.5138 -2.0659 -0.038 0.040 0.009
C 1.0857 2.0415 0.3056 1.436 0.513 0.650
C -0.3250 2.0617 0.7921 -1.291 -1.526 -1.397
C -1.1301 0.9361 0.1407 -0.137 0.643 -1.917
O -0.4139 1.7519 2.1264 0.479 -0.182 2.853
H 1.6910 2.6430 0.9836 -0.079 0.970 -0.291
H 1.2239 2.3186 -0.7395 -0.112 0.247 0.112
H 1.6620 1.1319 0.4748 -0.810 -0.869 -0.254
H -0.8437 3.0166 0.7066 0.338 0.330 -0.781
H -1.0052 0.9131 -0.9419 0.266 0.026 -0.238
H -2.2084 1.0715 0.2246 -0.076 -0.208 0.638
H -0.7662 -0.0312 0.4871 -0.161 -0.039 0.233
H -0.9991 0.9933 2.1865 0.081 0.026 0.463

# 2
64
Properties=species:S:1:pos:R:3:forces:R:3 method="wB97M-V/def2-TZVPD" spin_multiplicity=1 orbital_gap_ev=6.85 relative_energy_ev=0.285
Ti 0.8177 -1.0217 0.9939 -0.313 0.306 0.253
O 2.0819 -4.0882 3.2483 0.035 0.026 0.029
C 1.5357 -3.4641 2.3818 -0.092 -0.080 -0.063
O 1.8142 -2.2283 2.0254 0.292 -0.134 -0.009
C 0.4148 -4.0442 1.5538 0.007 0.047 -0.038
C -0.1362 -5.2838 1.9085 0.032 -0.012 0.071
C -1.1593 -5.7659 1.1533 -0.041 -0.033 -0.025
C -1.5697 -5.0589 0.0031 0.002 0.038 -0.018
C -2.5817 -5.5565 -0.8514 0.010 -0.020 0.022
C -2.8990 -4.8970 -2.0007 -0.013 0.011 -0.027
C -2.1945 -3.7279 -2.3568 0.001 -0.011 0.008
C -1.2249 -3.2107 -1.5461 0.029 -0.029 0.059
C -0.9154 -3.8430 -0.3194 0.002 -0.020 0.013
N 0.0357 -3.3156 0.5257 -0.012 0.029 -0.094
H 0.2562 -5.7916 2.7772 0.000 0.001 -0.005
H -1.6491 -6.6996 1.4022 -0.001 0.004 0.004
H -3.0836 -6.4769 -0.5796 0.002 0.002 0.003
H -3.6721 -5.2802 -2.6535 0.002 0.002 -0.004
H -2.4172 -3.2296 -3.2912 -0.001 -0.003 -0.004
H -0.6685 -2.3421 -1.8551 -0.016 0.010 -0.004
C 4.0704 2.5095 1.3943 0.003 -0.005 0.001
C 3.0355 2.6256 0.4737 0.007 0.027 0.007
C 2.1717 1.5632 0.2674 0.010 0.015 -0.007
C 2.3197 0.3659 0.9839 -0.042 -0.081 -0.051
C 3.3793 0.2592 1.8915 0.004 -0.009 -0.006
C 4.2484 1.3242 2.0917 -0.005 -0.005 -0.006
H 4.7328 3.3475 1.5685 0.000 0.002 -0.002
H 2.8916 3.5534 -0.0660 -0.006 -0.008 -0.006
H 1.3694 1.6737 -0.4530 0.005 -0.024 0.011
H 3.5150 -0.6527 2.4577 0.006 0.006 0.001
H 5.0585 1.2297 2.8037 -0.002 0.002 0.003
S 1.3909 5.2213 2.6002 -0.014 0.029 -0.038
C 0.6131 3.7820 2.4135 -0.054 -0.037 0.024
S 0.8963 2.4120 3.4491 0.041 -0.029 0.037
C -0.1814 1.4527 2.4875 -0.044 0.056 0.022
N -0.7353 2.0917 1.5225 0.040 0.016 -0.006
N -0.3028 3.3879 1.4803 0.013 0.047 0.030
C -0.7862 4.1666 0.3805 0.005 0.015 -0.019
C -0.9231 3.5434 -0.8528 0.003 0.002 0.029
C -1.4036 4.2701 -1.9289 -0.009 0.010 -0.032
C -1.7435 5.6074 -1.7763 0.006 -0.021 0.006
C -1.6153 6.2122 -0.5349 0.001 0.000 0.015
C -1.1408 5.4954 0.5538 -0.004 0.008 -0.009
S -0.4471 -0.2502 2.8172 0.072 -0.080 -0.173
H -0.6842 2.4941 -0.9605 0.002 -0.014 -0.023
H -1.5115 3.7829 -2.8895 0.003 -0.001 0.004
H -2.1140 6.1737 -2.6206 -0.001 0.001 0.000
H -1.8912 7.2502 -0.4039 0.001 0.000 -0.006
H -1.0431 5.9628 1.5211 0.005 -0.005 0.005
C -2.4777 -0.2286 -0.0110 0.013 0.044 -0.048
C -1.3671 -0.1651 -1.0071 0.156 0.090 -0.033
C -1.4631 0.1299 -2.3376 -0.023 -0.006 -0.029
C -0.1760 -0.0627 -2.9224 0.054 0.019 0.049
C 0.6666 -0.4601 -1.9216 -0.016 -0.041 -0.070
C 2.0960 -0.8956 -2.0165 -0.015 0.020 -0.008
N -0.0395 -0.4991 -0.7220 -0.125 -0.088 0.151
H -3.4230 -0.1000 -0.5379 -0.004 -0.016 -0.006
H -2.3997 0.5523 0.7437 -0.011 -0.044 0.007
H -2.5075 -1.1969 0.4954 -0.011 0.003 0.024
H -2.3731 0.4217 -2.8397 0.008 -0.011 -0.021
H 0.0987 0.0560 -3.9595 -0.013 -0.003 0.001
H 2.3235 -1.1562 -3.0496 0.017 -0.012 0.007
H 2.2833 -1.7923 -1.4128 0.019 -0.013 -0.003
H 2.8044 -0.1326 -1.6928 -0.018 0.007 -0.002

# 3
3
Properties=species:S:1:pos:R:3:forces:R:3 method="wB97M-V/def2-TZVPD" total_charge=+2 spin_multiplicity=10 orbital_gap_ev="4.36 / 6.74"
Fe 1.0196 -0.1658 -2.1360 -0.698 0.536 0.775
Fe -0.5270 -0.6401 2.2642 -0.105 -0.224 0.623
I -0.4926 0.8059 -0.1282 0.803 -0.312 -1.398